#i
Here is an isolated molecule of C2H3FNOP from the Open Molecules 2025 dataset. Energies are from ωB97M-V/def2-TZVPD.

```
! wB97M-V def2-TZVPD RIJCOSX def2/J DEFGRID3
* xyz 0 1
F -3.19 0.07 1.07
P -2.85 0.02 -0.52
N -1.75 -1.32 -0.39
C -0.57 -0.92 -0.21
C -0.37 0.52 -0.09
O -1.64 1.11 -0.33
H 0.28 -1.56 -0.10
H 0.13 1.02 0.86
H 0.35 0.66 -0.85
*
```

SMILES   FP1N=CCO1
HOMO energy   -0.3780 Ha
Orbital gap   10.924 eV
E_LUMO   0.023 hartree

---

#ii
Here is an isolated molecule of C2H3FNOP from the Open Molecules 2025 dataset. Energies are from ωB97M-V/def2-TZVPD.

```
! wB97M-V def2-TZVPD RIJCOSX def2/J DEFGRID3
* xyz 0 1
F -0.06 2.59 -2.58
P 1.22 2.29 -1.27
N 1.41 0.57 -1.61
C 0.73 -0.11 -0.83
C 0.04 0.61 0.24
O 0.21 2.01 -0.05
H 0.69 -1.11 -1.16
H -0.86 0.19 0.30
H 0.60 0.44 1.12
*
```

SMILES   FP1N=CCO1
HOMO energy   -0.3776 Ha
Orbital gap   10.574 eV
E_LUMO   0.011 hartree

---

Calculated relative energies: #i 0.0000; #ii 0.0287, given in hartree

---

#i
Here is an isolated molecule of C11H12NP from the Open Molecules 2025 dataset. Energies are from ωB97M-V/def2-TZVPD.

```
! wB97M-V def2-TZVPD RIJCOSX def2/J DEFGRID3
* xyz 0 1
C 1.75 2.52 0.34
C 2.01 1.04 0.27
P 3.65 0.53 0.20
C 3.08 -1.03 -0.18
N 1.77 -1.20 -0.22
C 1.13 -2.43 -0.47
C 1.11 -0.05 0.06
C -0.38 0.10 -0.02
C -0.93 0.91 -1.01
C -2.31 1.02 -0.96
C -3.15 0.47 0.07
C -2.55 -0.37 0.97
C -1.16 -0.55 0.90
H 2.23 3.11 -0.37
H 2.09 2.98 1.21
H 0.68 2.92 0.35
H 3.56 -1.94 -0.54
H 0.45 -2.77 0.43
H 0.49 -2.32 -1.42
H 1.84 -3.13 -0.53
H -0.23 1.41 -1.69
H -2.89 1.61 -1.78
H -4.24 0.55 0.22
H -3.17 -0.94 1.83
H -0.59 -1.26 1.65
*
```

SMILES   Cc1pcn(C)c1-c1ccccc1
HOMO energy   -0.2922 Ha
Orbital gap   8.691 eV
E_LUMO   0.027 hartree

---

#ii
Here is a structure of composition C11H12NP from the Open Molecules 2025 dataset. Energies are from ωB97M-V/def2-TZVPD.

```
! wB97M-V def2-TZVPD RIJCOSX def2/J DEFGRID3
* xyz 0 1
C -3.55 1.34 0.38
C -2.87 0.80 1.42
C -3.16 1.16 -0.94
C -1.63 0.17 1.24
C -1.98 0.45 -1.14
C -1.22 0.00 -0.01
C 2.10 -1.59 -0.43
C 0.17 -0.51 -0.24
C 3.67 0.75 0.36
C 3.97 2.07 0.95
C -0.10 -2.66 -1.19
N 0.71 -1.62 -0.64
P 2.17 -0.02 0.37
H -4.48 1.90 0.60
H -3.34 0.77 2.40
H -3.83 1.37 -1.86
H -1.02 -0.12 2.07
H -1.87 0.18 -2.18
H 2.90 -2.18 -1.03
H 4.92 2.08 1.33
H 3.29 2.41 1.73
H 3.85 2.86 0.14
H -0.39 -3.44 -0.42
H -0.95 -2.09 -1.54
H 0.38 -3.13 -2.03
*
```

HOMO energy (alpha / beta)   -0.2425 / -0.2421 Ha
Orbital gap (alpha / beta)   6.313 / 6.056 eV
E_LUMO (alpha / beta)   -0.010 / -0.019 hartree

---

Calculated relative energies: #i 0.0000; #ii 0.2148, given in hartree

---

#i
Here is a cluster of 2 separate species, C19H21F2 in total from the Open Molecules 2025 dataset. Energies are from ωB97M-V/def2-TZVPD.

```
! wB97M-V def2-TZVPD RIJCOSX def2/J DEFGRID3
* xyz 1 1
C 0.01 -0.81 -2.96
C 0.77 0.48 -2.94
C 0.01 1.76 -2.95
C 2.11 0.48 -2.94
C 2.88 1.76 -2.95
C 2.88 -0.81 -2.95
H -1.07 -0.65 -2.94
H 0.23 -1.39 -3.86
H 0.26 -1.43 -2.10
H -1.07 1.59 -2.95
H 0.24 2.36 -2.07
H 0.24 2.36 -3.83
H 3.95 1.60 -2.95
H 2.64 2.36 -3.83
H 2.64 2.36 -2.07
H 3.96 -0.64 -2.95
H 2.64 -1.41 -2.07
H 2.64 -1.40 -3.84
F -4.99 -1.17 3.41
C -4.13 -1.38 2.38
C -4.53 -2.08 1.26
C -3.66 -2.30 0.21
C -2.37 -1.82 0.28
C -1.92 -1.09 1.41
C -0.58 -0.61 1.38
C 0.20 0.13 2.31
C 1.51 0.47 1.93
C 2.33 1.21 2.75
C 1.87 1.64 3.98
C 0.59 1.31 4.40
F 0.13 1.75 5.60
C -0.22 0.56 3.58
C -2.85 -0.89 2.45
H -5.54 -2.45 1.21
H -3.98 -2.84 -0.66
H -1.69 -1.99 -0.53
H -0.06 -0.85 0.47
H 1.88 0.14 0.97
H 3.33 1.46 2.43
H 2.49 2.23 4.62
H -1.18 0.31 3.98
H -2.61 -0.33 3.32
*
```

HOMO energy   -0.3986 Ha
Orbital gap   4.461 eV
E_LUMO   -0.235 hartree

---

#ii
Here is the ion C19H21F2 with charge +1 from the Open Molecules 2025 dataset. Energies are from ωB97M-V/def2-TZVPD.

```
! wB97M-V def2-TZVPD RIJCOSX def2/J DEFGRID3
* xyz 1 1
C -2.41 -1.59 -2.80
C -1.90 -1.97 -1.38
C -2.98 -1.64 -0.33
C -0.53 -1.50 -1.06
C 0.59 -2.38 -1.47
C -0.27 -0.06 -0.79
H -1.73 -1.92 -3.58
H -3.38 -2.07 -2.98
H -2.55 -0.51 -2.91
H -1.79 -3.06 -1.40
H -2.64 -1.96 0.67
H -3.22 -0.57 -0.31
H -3.89 -2.20 -0.57
H 0.21 -3.38 -1.69
H 1.10 -2.03 -2.39
H 1.36 -2.50 -0.70
H 0.59 0.21 -1.44
H -1.15 0.48 -1.19
F 3.85 -2.72 3.28
C 2.96 -1.90 2.63
C 1.65 -2.33 2.46
C 0.79 -1.48 1.77
C 1.19 -0.24 1.27
C 0.08 0.55 0.57
C 0.15 2.10 0.39
C -1.09 2.74 0.23
C -1.20 4.11 0.05
C -0.02 4.86 0.02
F -0.10 6.21 -0.20
C 1.23 4.28 0.19
C 1.30 2.88 0.31
C 2.52 0.14 1.45
C 3.42 -0.67 2.16
H 1.30 -3.30 2.83
H -0.25 -1.80 1.60
H -0.77 0.43 1.27
H -2.00 2.14 0.27
H -2.17 4.59 -0.08
H 2.13 4.88 0.21
H 2.29 2.43 0.33
H 2.89 1.07 1.02
H 4.44 -0.34 2.32
*
```

HOMO energy   -0.4452 Ha
Orbital gap   6.001 eV
E_LUMO   -0.225 hartree

---

Calculated relative energies: #i 0.0000; #ii 0.0039, given in hartree